P.
{
  "formula": "C9H26NNaO5",
  "method": "wB97M-V/def2-TZVPD",
  "gap_ev": 6.0,
  "lumo_energy_ev": -0.24,
  "species": ["Na", "C", "C", "C", "C", "C", "C", "N", "O", "C", "C", "C", "H", "H", "H", "H", "H", "H", "H", "H", "H", "H", "H", "H", "H", "H", "H", "H", "H", "H", "O", "H", "H", "O", "H", "H", "O", "H", "H", "O", "H", "H"],
  "positions_angstrom": [[-1.10, 1.00, -0.08], [1.87, -0.63, 2.01], [1.07, 0.30, 1.03], [2.07, 0.80, -0.17], [2.25, -0.29, -1.30], [0.92, -0.81, -1.86], [0.08, -1.43, -0.72], [-0.11, -0.43, 0.41], [-1.16, -0.71, 1.35], [0.56, -2.92, -0.30], [-1.28, -1.62, -1.53], [0.62, 1.59, 1.77], [2.72, -0.10, 2.44], [2.21, -1.56, 1.56], [1.29, -1.02, 2.85], [3.00, 0.96, 0.38], [1.68, 1.70, -0.64], [2.79, -1.16, -0.92], [2.85, 0.29, -2.00], [1.12, -1.55, -2.63], [0.39, 0.08, -2.20], [1.62, -2.93, -0.02], [0.42, -3.61, -1.13], [-0.05, -3.28, 0.52], [-2.15, -1.87, -0.91], [-1.20, -2.44, -2.24], [-1.58, -0.79, -2.17], [1.49, 2.11, 2.17], [-0.10, 1.62, 2.58], [0.23, 2.31, 1.05], [-2.47, 1.14, -1.39], [-2.98, 0.44, -0.97], [-2.11, 0.72, -2.18], [-1.76, 1.80, 1.40], [-2.34, 1.44, 2.07], [-1.60, 2.70, 1.68], [-0.27, 2.60, -0.55], [0.03, 3.22, 0.12], [-0.34, 3.13, -1.35], [-2.83, -0.33, 0.23], [-3.51, 0.22, 0.61], [-2.36, -0.68, 0.99]]
}


Q.
{
  "formula": "C9H26NNaO5",
  "method": "wB97M-V/def2-TZVPD",
  "gap_ev": 4.6,
  "lumo_energy_ev": -0.50,
  "species": ["Na", "C", "C", "C", "C", "C", "C", "N", "O", "C", "C", "C", "H", "H", "H", "H", "H", "H", "H", "H", "H", "H", "H", "H", "H", "H", "H", "H", "H", "H", "O", "H", "H", "O", "H", "H", "O", "H", "H", "O", "H", "H"],
  "positions_angstrom": [[12.86, -24.07, 1.78], [8.28, -22.96, 0.55], [9.73, -23.43, 0.15], [9.87, -23.23, -1.37], [10.10, -21.84, -1.78], [11.27, -21.23, -1.16], [11.20, -21.36, 0.45], [10.78, -22.75, 0.92], [10.72, -22.88, 2.34], [10.32, -20.19, 1.04], [12.69, -21.17, 0.85], [9.75, -25.01, 0.37], [8.16, -23.05, 1.63], [7.57, -23.53, -0.06], [8.07, -21.93, 0.24], [9.06, -23.68, -1.95], [10.71, -23.86, -1.66], [9.22, -21.24, -1.52], [10.15, -21.79, -2.87], [11.26, -20.15, -1.31], [12.13, -21.76, -1.55], [10.33, -20.13, 2.13], [9.30, -20.21, 0.65], [10.78, -19.24, 0.77], [12.81, -21.12, 1.93], [13.05, -20.24, 0.42], [13.34, -21.86, 0.32], [10.75, -25.36, 0.64], [9.50, -25.63, -0.49], [9.08, -25.17, 1.21], [13.69, -24.77, -0.53], [14.54, -25.09, -0.22], [13.48, -25.32, -1.28], [15.01, -22.95, 2.34], [15.47, -22.76, 3.16], [15.46, -22.43, 1.68], [13.32, -26.31, 1.95], [13.92, -26.86, 1.46], [12.91, -26.90, 2.58], [12.81, -23.78, 4.35], [12.48, -22.90, 4.17], [12.28, -24.08, 5.09]]
}


Most favorable structure: Q. The second most favorable one is 659.3 kJ/mol above it.


P.
{
  "formula": "C4H22O9",
  "method": "wB97M-V/def2-TZVPD",
  "gap_ev": 9.1,
  "smiles": "C=C/C=C/O.O.O.O.O.O.O.O.O",
  "lumo_energy_ev": 0.32,
  "species": ["C", "C", "C", "C", "O", "H", "H", "H", "H", "H", "H", "H", "H", "O", "H", "H", "O", "H", "H", "O", "H", "H", "O", "H", "H", "O", "H", "H", "O", "H", "H", "O", "H", "H", "O"],
  "positions_angstrom": [[0.77, -2.38, 2.91], [0.74, -1.73, 1.75], [-0.30, -1.87, 0.72], [-1.10, -0.92, 0.25], [-2.09, -1.08, -0.67], [1.61, -2.33, 3.59], [0.02, -3.12, 3.21], [1.55, -1.04, 1.52], [-0.54, -2.88, 0.44], [-0.91, 0.15, 0.27], [-2.15, -1.90, -1.19], [3.00, -0.99, -2.09], [3.20, -2.43, -2.14], [2.59, -1.78, -2.51], [0.86, -1.31, -2.59], [-0.51, -1.10, -3.34], [-0.04, -0.95, -2.52], [-3.16, -1.01, 3.17], [-4.28, -1.89, 2.52], [-3.68, -1.80, 3.26], [1.40, 3.83, -3.19], [1.35, 2.75, -2.08], [0.94, 3.60, -2.38], [1.27, 0.39, -1.57], [1.76, 1.48, -0.61], [1.88, 1.14, -1.52], [-1.15, 3.25, -1.67], [-1.63, 1.80, -1.67], [-1.45, 2.54, -1.08], [0.50, 1.96, 1.37], [1.81, 2.77, 1.29], [1.40, 1.97, 0.97], [-1.17, 0.85, 2.10], [-1.45, 2.22, 1.34], [-1.04, 1.80, 2.13]]
}


Q.
{
  "formula": "C4H22O9",
  "method": "wB97M-V/def2-TZVPD",
  "gap_ev": 9.1,
  "smiles": "OCCO.OCCO.O.O.O.O.O",
  "lumo_energy_ev": -0.01,
  "species": ["C", "C", "O", "O", "H", "H", "H", "H", "H", "H", "C", "C", "O", "O", "H", "H", "H", "H", "H", "H", "O", "H", "H", "O", "H", "H", "O", "H", "H", "O", "H", "H", "O", "H", "H"],
  "positions_angstrom": [[-1.09, 2.01, 0.65], [-1.23, 2.14, -0.84], [-1.59, 0.87, -1.40], [-2.29, 1.56, 1.29], [-0.76, 2.94, 1.11], [-0.33, 1.25, 0.80], [-0.25, 2.36, -1.25], [-1.94, 2.90, -1.18], [-2.51, 0.64, -1.19], [-3.07, 1.91, 0.85], [-0.89, -1.52, 2.26], [0.47, -1.03, 2.75], [1.53, -1.67, 2.10], [-1.93, -0.75, 2.82], [-1.05, -2.53, 2.63], [-0.93, -1.55, 1.16], [0.56, -1.25, 3.81], [0.54, 0.07, 2.62], [1.37, -1.67, 1.15], [-2.14, -0.01, 2.24], [-0.58, -1.79, -2.18], [-1.26, -1.17, -1.88], [-0.50, -1.63, -3.12], [2.08, 1.83, 1.07], [2.55, 2.60, 1.38], [2.76, 1.15, 0.96], [1.26, -0.61, -0.61], [0.56, -0.98, -1.17], [1.33, 0.31, -0.86], [1.20, -4.16, -2.19], [0.64, -3.41, -1.96], [0.74, -4.93, -1.84], [2.22, 2.26, -3.01], [2.31, 1.31, -3.06], [2.20, 2.55, -3.93]]
}


Most favorable structure: Q. The second most favorable one is 15.5 kJ/mol above it.


P.
{
  "formula": "CH2N2S2",
  "method": "wB97M-V/def2-TZVPD",
  "gap_ev": [7.6, 6.8],
  "lumo_energy_ev": [-1.95, -2.46],
  "species": ["C", "N", "N", "S", "S", "H", "H"],
  "positions_angstrom": [[-0.36, -2.07, 0.46], [-0.68, -3.17, 0.33], [0.01, -0.83, 0.66], [-0.72, 0.53, 1.18], [1.03, -0.43, -1.38], [-1.91, 0.10, 1.57], [1.98, -0.05, -0.49]]
}


Q.
{
  "formula": "CH2N2S2",
  "method": "wB97M-V/def2-TZVPD",
  "gap_ev": [7.0, 7.0],
  "lumo_energy_ev": [-2.36, -2.36],
  "species": ["C", "N", "N", "S", "S", "H", "H"],
  "positions_angstrom": [[-2.40, 1.54, -0.09], [-2.48, 0.42, -0.33], [0.13, 0.43, 0.13], [-1.99, 3.04, 0.24], [0.64, 1.99, 0.23], [-0.59, 0.00, -0.41], [-0.03, 0.16, 1.14]]
}


R.
{
  "formula": "CH2N2S2",
  "method": "wB97M-V/def2-TZVPD",
  "gap_ev": 7.3,
  "smiles": "S=NS.C#N",
  "lumo_energy_ev": -1.52,
  "species": ["C", "N", "N", "S", "S", "H", "H"],
  "positions_angstrom": [[-0.60, -0.05, -2.48], [-1.58, -0.56, -2.20], [2.12, -0.83, -0.19], [1.33, 0.75, -0.12], [1.28, -2.14, -0.09], [2.55, 1.28, -0.22], [0.30, 0.54, -2.46]]
}


Most favorable structure: Q. The second most favorable one is 85.4 kJ/mol above it.


P.
{
  "formula": "C7H15NO",
  "method": "wB97M-V/def2-TZVPD",
  "gap_ev": 9.9,
  "lumo_energy_ev": 0.48,
  "species": ["C", "C", "C", "C", "C", "C", "C", "H", "H", "H", "H", "H", "H", "H", "H", "H", "H", "H", "H", "H", "H", "H", "N", "O"],
  "positions_angstrom": [[3.00, -0.23, -0.15], [2.50, 1.32, -0.01], [-0.76, -1.23, 0.36], [-2.24, -1.16, -0.20], [-2.56, 0.42, -0.47], [-1.50, 1.13, 0.20], [-0.27, 0.22, 0.23], [2.20, -1.96, 0.00], [1.07, -0.65, 0.39], [3.34, 1.90, 0.47], [1.57, 1.37, 0.57], [2.19, 1.87, -1.01], [-0.78, -1.75, 1.44], [-0.45, -2.30, -0.41], [-2.93, -1.55, 0.57], [-2.16, -1.63, -1.23], [-3.46, 0.58, 0.15], [-2.66, 0.79, -1.56], [-1.60, 1.63, 1.18], [-1.28, 1.95, -0.56], [0.34, 0.61, 1.15], [0.32, 0.23, -0.81], [1.93, -0.98, -0.11], [4.17, -0.57, -0.19]]
}


Q.
{
  "formula": "C7H15NO",
  "method": "wB97M-V/def2-TZVPD",
  "gap_ev": [6.5, 8.3],
  "lumo_energy_ev": [0.80, 0.85],
  "species": ["C", "C", "C", "C", "C", "N", "C", "C", "O", "H", "H", "H", "H", "H", "H", "H", "H", "H", "H", "H", "H", "H", "H", "H"],
  "positions_angstrom": [[2.37, 0.56, -0.04], [-2.64, -0.40, 1.29], [-2.56, -0.10, -1.06], [2.47, 2.05, 0.08], [0.72, -2.16, 0.15], [-2.00, -0.79, 0.06], [0.29, -0.77, 0.14], [0.12, 0.44, 0.14], [2.81, -0.01, -1.21], [2.67, 0.59, -1.96], [2.76, 0.00, 0.80], [-0.28, 1.42, 0.13], [-3.71, -0.66, 1.29], [-2.18, -0.91, 2.14], [-2.60, 0.69, 1.49], [-2.05, -0.39, -1.99], [-2.53, 1.01, -0.99], [-3.63, -0.35, -1.20], [3.51, 2.39, -0.03], [1.89, 2.55, -0.70], [2.11, 2.39, 1.05], [1.54, -2.31, -0.56], [1.04, -2.47, 1.14], [-0.13, -2.77, -0.15]]
}


Most favorable structure: P. The second most favorable one is 291.7 kJ/mol above it.